Entry 1:
The following is a quantum chemistry calculation of a structure of composition C31H39F9NO4SnTe, from the Open Molecules 2025 dataset.

XYZ file:
```
86
Properties=species:S:1:pos:R:3:forces:R:3
Sn 1.89557 -0.20082 -2.42147 -0.570 -0.007 -0.641
C -0.91209 -4.26501 -3.60882 0.003 -0.010 -0.029
C 0.15515 -5.15868 -2.97274 -0.048 -0.017 -0.017
C 0.95991 -4.13831 -2.19265 0.029 0.129 -0.031
O 1.02355 -2.99561 -3.05116 -0.003 -0.249 0.111
C -0.15969 -2.95472 -3.86649 0.079 -0.034 0.085
H -1.72942 -4.10258 -2.90395 -0.004 -0.020 -0.020
H -1.33278 -4.68233 -4.52247 -0.011 0.002 0.014
H 0.78103 -5.61837 -3.74002 -0.007 -0.011 0.010
H -0.26176 -5.94427 -2.34313 0.003 0.001 -0.013
H 1.98175 -4.44223 -1.96960 0.014 -0.009 -0.007
H 0.45751 -3.87456 -1.25368 0.013 -0.020 0.002
H 0.15684 -2.85341 -4.90508 0.009 -0.009 -0.021
H -0.75160 -2.07620 -3.60132 -0.002 0.025 -0.004
F 1.10334 5.37918 -3.28945 -0.032 0.069 -0.028
C 0.92292 4.05764 -3.42716 0.132 -0.141 0.102
F 1.42636 3.69941 -4.60804 0.003 0.032 -0.052
F -0.39303 3.82948 -3.46413 -0.110 -0.008 -0.022
C 1.59968 3.23502 -2.27885 0.062 -0.043 0.168
O 1.70952 1.95244 -2.66309 0.354 -0.042 0.080
C 0.72951 3.34916 -0.98832 0.024 0.038 -0.169
F -0.37881 2.61517 -1.09912 -0.038 -0.041 -0.012
F 0.36156 4.60453 -0.71261 -0.051 0.072 0.053
F 1.40647 2.88143 0.07645 0.067 0.089 0.053
C 3.00487 3.86181 -1.99290 -0.071 -0.095 0.037
F 2.96164 5.05211 -1.38995 -0.038 0.069 0.098
F 3.68789 4.01778 -3.13876 -0.002 0.060 -0.065
F 3.73022 3.04720 -1.21528 0.032 -0.079 -0.013
C 5.02226 1.43701 -3.97371 0.132 -0.071 -0.038
O 5.36085 0.03925 -3.76192 -0.007 0.135 -0.199
C 4.37929 -0.72464 -3.44435 -0.018 0.061 0.399
C 4.85150 -2.10795 -3.20095 -0.035 -0.089 -0.006
H 4.52496 1.53444 -4.93445 0.001 0.004 -0.026
H 5.96022 1.98262 -3.96593 0.009 0.009 -0.004
H 4.37072 1.76830 -3.17877 -0.042 -0.028 0.058
H 5.87578 -2.30146 -3.52661 -0.019 0.013 -0.028
H 4.14647 -2.82074 -3.63414 0.007 0.016 0.003
H 4.77295 -2.22893 -2.11302 -0.001 -0.019 -0.055
C 3.04097 -0.88963 1.51808 -0.064 -0.015 -0.035
C 2.47594 -0.63971 0.14111 -0.210 0.003 0.074
O 3.32777 -0.76246 -0.84470 0.037 0.193 -0.024
N 1.24698 -0.33748 -0.16625 0.494 0.148 0.262
Te -0.00933 0.48406 1.57451 0.107 -0.126 0.051
C -1.23252 -1.22553 1.84518 -0.051 0.034 -0.080
C -1.59716 -1.54787 3.15776 -0.011 -0.016 0.023
C -1.16054 -0.76834 4.37356 -0.049 -0.002 -0.047
C -2.44252 -2.63754 3.37050 0.036 -0.027 0.039
C -2.91791 -3.41371 2.32984 -0.034 -0.019 -0.017
C -3.83813 -4.58005 2.57570 0.036 0.032 -0.013
C -2.52898 -3.07903 1.03707 0.020 -0.043 0.003
C -1.70327 -1.99601 0.76500 0.009 0.015 -0.033
C -1.39213 -1.69338 -0.67884 -0.027 -0.052 0.099
C -1.48496 1.90156 2.35100 -0.053 0.019 -0.071
C -1.03891 2.76963 3.35356 -0.008 -0.003 0.067
C 0.37557 2.78775 3.88567 -0.029 -0.009 -0.041
C -1.95370 3.65260 3.92574 0.025 0.029 0.003
C -3.27423 3.71259 3.51172 -0.030 0.028 0.000
C -4.24221 4.68976 4.12447 0.017 -0.033 -0.011
C -3.67529 2.87261 2.47997 -0.023 -0.002 -0.013
C -2.80018 1.97822 1.87506 -0.020 0.033 0.041
C -3.30200 1.14851 0.72579 0.059 -0.012 0.017
H 3.98108 -1.42737 1.42289 0.005 -0.003 -0.001
H 2.34798 -1.45885 2.13656 -0.009 0.020 0.006
H 3.23511 0.06119 2.01709 -0.006 0.010 -0.013
H -0.18969 -0.29300 4.23790 0.027 -0.029 -0.009
H -1.09634 -1.42844 5.23846 -0.031 0.004 0.003
H -1.87909 0.02270 4.60373 0.024 0.010 -0.023
H -2.72596 -2.88239 4.38906 0.001 0.004 -0.011
H -4.01928 -4.72340 3.64007 0.005 0.003 0.000
H -3.41710 -5.50390 2.17538 0.007 0.008 0.001
H -4.80153 -4.42336 2.08739 0.001 0.003 0.000
H -2.88718 -3.67928 0.20615 -0.012 0.020 0.006
H -1.81819 -2.46564 -1.31914 -0.033 0.023 0.020
H -0.32037 -1.62827 -0.85660 -0.108 -0.065 -0.002
H -1.82018 -0.73675 -0.98163 -0.001 0.085 0.009
H 1.12408 2.67180 3.10325 -0.015 0.026 -0.017
H 0.53226 1.98590 4.61197 0.018 -0.016 -0.024
H 0.57100 3.73439 4.38830 -0.021 -0.016 0.024
H -1.61277 4.31860 4.71225 -0.005 -0.005 -0.014
H -3.80980 5.18189 4.99481 0.002 -0.005 -0.002
H -5.16074 4.19009 4.43627 0.010 -0.002 -0.003
H -4.51997 5.46251 3.40503 0.006 -0.004 0.001
H -4.69843 2.92535 2.12034 0.013 0.007 0.000
H -4.23316 1.56007 0.33856 -0.010 -0.009 0.009
H -3.48299 0.11355 1.02306 0.019 -0.008 0.000
H -2.57306 1.14291 -0.08501 0.020 -0.017 -0.028
```
Positions in Å, forces in eV/Å.

Results
HOMO level (spin up / spin down): -7.09 / -7.28 eV
spin multiplicity: 2
net charge: 0
energy relative to the best compared isomer or geometry (same formula, charge and spin): 0.808 eV
LUMO (spin up / spin down): 0.50 / -0.98 eV

Results of the Löwdin charge analysis, in e, for atoms 1 through 6: 1.384 -0.157 -0.158 -0.203 -0.274 -0.209


Entry 2:
The following is a quantum chemistry calculation of the ion C6H12N5 with charge +1, from the Open Molecules 2025 dataset.

XYZ file:
```
23
Properties=species:S:1:pos:R:3:forces:R:3
C -3.47468 1.13403 -0.01718 -1.930 1.953 -1.352
C -3.08935 -0.00966 -0.65034 0.058 0.331 0.916
C 0.23579 -1.58835 0.34428 -0.645 -2.555 -1.154
C 2.17968 -0.08305 0.60245 -0.380 3.316 -2.076
C -0.97751 -1.29370 -0.57998 0.957 -0.626 1.378
C 2.40014 1.03450 -0.15761 1.258 -4.088 2.859
N -2.43266 1.63380 0.67265 -0.684 0.227 0.366
N -1.47915 0.79306 0.55841 2.161 0.980 1.062
N -1.81717 -0.18033 -0.22476 -1.520 -1.583 -1.185
N 3.50769 1.61306 -0.54216 -0.186 -0.026 -0.247
N 0.81284 -0.38332 0.97374 2.170 -2.117 0.622
H -4.39885 1.76024 -0.22386 1.304 -1.164 0.707
H -3.64706 -0.70485 -1.21429 -0.176 -0.569 -0.635
H 0.08147 -2.35923 1.11244 -0.719 0.649 0.146
H 0.90537 -2.22507 -0.34101 -0.138 1.800 0.999
H -0.51939 -1.17339 -1.51840 0.108 0.702 -1.521
H 2.89860 -0.75965 0.84683 1.686 -1.819 1.059
H -1.58510 -2.18487 -0.65051 -0.178 -0.190 0.118
H 1.54546 1.41549 -0.48576 -3.421 2.494 -1.338
H 4.42687 1.32652 -0.42813 1.540 -0.952 0.591
H 3.40012 2.45512 -0.99464 -0.059 1.975 -1.220
H 0.16232 0.38664 0.95700 -1.052 1.213 -0.507
H 0.86455 -0.60700 1.96085 -0.155 0.050 0.414
```
Positions in Å, forces in eV/Å.

Results
HOMO level: -12.46 eV
spin multiplicity: 1
net charge: +1
energy relative to the best compared isomer or geometry (same formula, charge and spin): 1.198 eV
SMILES: N/C=C/[NH2+]CCn1ccnn1
LUMO: -2.65 eV

Results of the natural (NBO) charge analysis, in e, for atoms 1 through 6: -0.092 -0.077 -0.245 -0.249 -0.232 0.088


Entry 3:
The following is a quantum chemistry calculation of the molecule CO6S2, from the Open Molecules 2025 dataset.

XYZ file:
```
9
Properties=species:S:1:pos:R:3:forces:R:3
C -1.37407 -0.26362 -0.67568 0.911 0.064 1.632
O -2.31839 -0.54451 -1.31730 -0.099 0.014 -0.374
O 1.78311 -1.54875 -0.97331 -0.024 -0.027 0.122
O -0.12082 -0.00495 -1.36847 1.525 0.254 -0.625
O -1.20107 -0.10419 0.58535 -0.344 0.070 0.977
O 0.07777 1.84105 2.15555 -0.060 0.289 0.029
O 1.39853 0.31933 0.74347 -0.297 0.239 0.914
S 1.42803 -0.17347 -1.02297 -1.341 -0.003 -0.351
S 0.32690 0.47911 1.87336 -0.271 -0.898 -2.324
```
Positions in Å, forces in eV/Å.

Results
HOMO level: -11.21 eV
spin multiplicity: 1
net charge: 0
energy relative to the best compared isomer or geometry (same formula, charge and spin): 0.883 eV
LUMO: -1.79 eV

Results of the natural (NBO) charge analysis, in e, for atoms 1 through 6: 1.006 -0.532 -0.832 -0.781 -0.756 -0.788


Entry 4:
The following is a quantum chemistry calculation of a cluster of 11 separate species, C22H66O11 in total, from the Open Molecules 2025 dataset.

XYZ file:
```
99
Properties=species:S:1:pos:R:3:forces:R:3
C 1.94515 -3.20517 -1.67976 -2.008 -1.930 4.801
C 0.65193 -4.15381 -1.97294 1.557 1.445 -4.667
O 0.52007 -5.02601 -0.95454 5.268 6.557 4.710
H 2.01281 -2.59427 -2.50355 0.829 1.602 -1.655
H 2.84599 -3.87155 -1.41876 -1.352 0.964 -0.994
H 1.80274 -2.58238 -0.62978 0.079 -1.260 -2.835
H 1.01123 -4.79197 -2.92023 -0.756 1.371 1.519
H -0.39236 -3.64749 -2.40239 2.614 -0.737 1.623
H 0.02059 -5.65746 -1.17342 -6.194 -7.904 -2.464
C -0.64011 -0.46685 0.05509 -1.065 -2.609 2.132
C 0.23877 0.49044 -0.59011 2.348 0.364 5.199
O 0.49398 1.55321 0.45781 0.054 -1.673 -0.822
H -0.31466 -0.82162 1.04049 0.878 0.094 -0.097
H -0.78479 -1.43227 -0.46360 -0.073 0.612 -0.300
H -1.59434 -0.07061 0.38032 -0.524 0.402 -0.760
H -0.26512 0.85107 -1.32151 -3.235 3.123 -4.931
H 1.07836 0.02172 -1.05447 1.401 -0.091 0.418
H 0.50390 2.48337 0.16503 0.180 -0.565 -0.786
C -2.63199 3.74268 0.87161 0.037 2.843 7.355
C -3.60359 5.01097 0.90448 7.500 -2.019 1.519
O -4.59295 4.65150 0.08768 -2.140 1.636 -1.108
H -3.18846 2.96407 1.34298 -0.548 -0.859 0.178
H -1.74566 3.88261 1.71312 -1.886 -0.179 -2.331
H -2.27138 3.38553 0.02321 1.575 -0.893 -4.144
H -2.83926 5.86381 0.73230 -1.749 -0.421 -1.037
H -3.80555 5.17701 1.94760 -0.981 -0.164 0.627
H -5.06581 5.47664 0.18770 -1.759 0.014 -1.086
C 2.69483 3.79663 1.41675 0.883 -0.984 1.496
C 1.55726 4.56725 1.00033 -0.440 2.634 -2.053
O 1.23656 4.11426 -0.29302 1.549 -2.333 -2.299
H 2.46591 2.78248 1.72029 -0.331 -0.564 -0.935
H 3.08341 4.10743 2.37399 0.727 0.972 -0.030
H 3.32451 3.88972 0.54662 1.117 -0.461 0.286
H 1.75679 5.65610 0.90368 -0.005 -0.470 0.624
H 0.63457 4.36698 1.35711 -2.566 0.017 3.427
H 0.68228 4.62714 -0.83733 -1.016 1.412 -0.404
C 4.86551 0.12324 1.95746 -1.282 -2.556 2.838
C 4.22137 0.35443 0.66993 -2.821 -0.955 -0.286
O 4.71465 -0.42195 -0.38967 1.990 -1.082 3.025
H 4.86601 -1.01737 2.00065 0.072 1.170 0.356
H 4.22466 0.44449 2.85643 0.576 -0.339 -1.488
H 5.84365 0.38195 2.25951 1.343 0.850 -0.631
H 3.94199 1.30830 0.37756 1.023 2.770 -0.721
H 3.13444 0.11577 0.83536 0.446 -0.901 0.226
H 4.31031 -0.09361 -1.13397 -1.316 0.918 -3.050
C 2.63995 2.08426 -2.76375 1.149 -3.471 2.336
C 2.75455 0.77769 -3.48351 -3.643 1.669 -1.838
O 3.72688 0.07939 -2.85307 1.376 -1.945 -0.163
H 2.20991 2.06435 -1.75674 0.662 -0.583 0.115
H 2.07290 2.72984 -3.19177 -4.022 4.034 -3.365
H 3.57166 2.49011 -2.82609 2.804 1.371 0.680
H 3.05234 0.92436 -4.60477 -0.852 -0.092 1.795
H 1.65352 0.37450 -3.41398 1.988 -0.378 -0.470
H 4.19920 -0.33963 -3.57915 0.418 -0.514 0.659
C -2.08442 0.87941 -3.52617 0.162 2.205 -0.919
C -1.15958 2.00222 -4.26653 2.939 -8.489 0.409
O -1.12529 1.54612 -5.58392 2.211 0.538 -4.224
H -3.07084 0.78544 -4.10433 1.736 -0.273 0.398
H -2.41719 1.21790 -2.54803 0.291 -0.016 0.314
H -1.46150 -0.02307 -3.42623 -0.749 0.158 -0.265
H -0.05154 1.85001 -4.10563 -1.074 0.381 1.887
H -1.34925 2.93659 -4.14647 -1.983 6.001 0.715
H -0.17901 1.73569 -6.03772 -3.549 -0.524 1.716
C -0.09156 0.02688 4.78151 -2.191 1.217 0.558
C 0.37701 1.29304 3.93778 0.461 -2.777 0.383
O -0.73330 1.89465 3.29306 0.226 1.971 4.887
H -0.53839 -0.76318 4.14264 0.870 0.192 0.078
H -1.21664 0.45235 5.21725 3.529 -1.246 -0.081
H 0.76183 -0.41735 5.48622 -2.283 1.139 -1.194
H 1.07165 0.89525 3.12552 -0.369 0.846 1.061
H 0.87932 1.93766 4.65413 0.031 0.483 -0.366
H -0.62867 1.51238 2.50418 -0.169 -1.775 -5.539
C -3.37485 -3.07928 1.59475 1.187 1.889 -3.037
C -2.75370 -2.41733 2.82235 -2.167 0.965 -0.404
O -1.77297 -3.22739 3.41926 1.530 0.433 -1.636
H -3.71585 -4.14645 1.58487 0.696 0.925 0.500
H -2.43339 -2.86743 0.84373 -2.712 -1.191 0.776
H -4.29159 -2.42182 1.26406 1.849 -1.167 0.276
H -3.71176 -2.23363 3.41746 1.943 -0.137 0.601
H -2.37808 -1.36461 2.44785 -0.492 -1.826 0.990
H -1.03202 -3.33262 2.69137 -1.772 0.098 1.828
C -3.68651 -3.13173 -2.27153 -1.497 -2.524 2.124
C -4.59140 -2.05334 -2.79447 10.944 4.726 -0.396
O -4.51971 -0.94735 -1.89577 -0.354 1.796 0.111
H -3.42241 -3.98647 -2.86040 -0.741 -0.428 -1.385
H -4.15336 -3.69728 -1.32728 0.695 1.609 -1.792
H -2.70166 -2.91979 -1.96783 1.052 1.587 0.631
H -5.44947 -2.26437 -2.90806 -11.680 -3.887 -0.709
H -4.43784 -1.57094 -3.81648 1.114 -1.170 0.643
H -4.80982 -0.10600 -2.35490 0.483 -1.688 0.795
C 1.64506 -3.10602 3.41058 1.600 -1.337 3.067
C 1.58377 -3.93711 2.17708 1.984 6.543 -0.163
O 0.41963 -3.54258 1.50963 -0.175 0.138 -1.572
H 2.55044 -3.23495 4.10676 -1.323 -0.359 -1.062
H 0.80052 -2.79089 4.01927 -0.776 -1.622 0.175
H 1.78561 -2.17356 3.05999 1.153 3.499 -1.718
H 1.57978 -4.87945 2.11235 -0.056 -7.705 1.192
H 2.59400 -3.73764 1.62763 -1.568 0.421 0.256
H 0.46588 -4.11327 0.71727 -0.887 0.472 -0.101
```
Positions in Å, forces in eV/Å.

Results
HOMO level: -9.21 eV
spin multiplicity: 1
net charge: 0
energy relative to the best compared isomer or geometry (same formula, charge and spin): 15.889 eV
SMILES: CCO.CCO.CCO.CCO.CCO.CCO.CCO.CCO.CCO.CCO.CCO
LUMO: 0.25 eV

Results of the Löwdin charge analysis, in e, for atoms 1 through 6: -0.056 -0.318 -0.014 0.008 0.100 0.113